No. 1
{"formula": "C3H6ClN", "method": "wB97M-V/def2-TZVPD", "homo_lumo_gap_ev": 10.12, "e_above_lowest_ev": 1.507, "total_charge": 0, "e_tot_ha": -632.771319, "smiles": "NC/C=C/Cl", "homo_ev": -9.34, "species": ["Cl", "N", "C", "C", "C", "H", "H", "H", "H", "H", "H"], "coordinates": [[3.2666, -0.2917, 0.0548], [-1.7703, -0.6365, -0.2031], [-0.8185, 0.3265, 0.4435], [1.6238, 0.3798, -0.2531], [0.5899, -0.2978, 0.3147], [-2.2375, -0.0312, -1.0731], [0.8052, -1.2268, 0.8610], [-0.6240, 1.4059, 0.0370], [1.5660, 1.1620, -1.0462], [-1.0859, -1.4023, -0.4972], [-1.3151, 0.6121, 1.3617]], "nbo_charge": [-0.052, -0.838, -0.268, -0.184, -0.232, 0.370, 0.218, 0.177, 0.230, 0.365, 0.213]}

No. 2
{"formula": "C3H6ClN", "method": "wB97M-V/def2-TZVPD", "homo_lumo_gap_ev": 10.71, "e_above_lowest_ev": 0.479, "total_charge": 0, "e_tot_ha": -632.809109, "smiles": "C/N=C(/C)Cl", "homo_ev": -10.06, "species": ["Cl", "N", "C", "C", "C", "H", "H", "H", "H", "H", "H"], "coordinates": [[-2.0825, -0.1595, 0.4202], [0.7182, -0.4493, -0.0667], [0.4610, -1.8814, -0.0199], [-0.1136, 0.4288, 0.0204], [-0.0916, 1.8632, -0.0310], [-0.6181, -2.1750, -0.2996], [-1.1062, 2.3511, -0.2458], [0.5308, 2.0848, -0.8368], [1.1026, -2.0815, -0.8807], [0.3120, 2.2391, 0.9807], [0.8873, -2.2205, 0.9591]], "nbo_charge": [-0.373, -0.409, -0.447, 0.495, -0.713, 0.232, 0.267, 0.246, 0.217, 0.258, 0.227]}